(1)
This record from OMol25 describes a single C17H23ClN2O4S molecule at a distorted geometry. The level of theory is ωB97M-V/def2-TZVPD.

For the total energy, the calculation gives -52530.3222 eV. The HOMO energy is -9.385 eV. As for the energy above the lowest of the compared OMol25 structures with the same formula, charge and spin: 8.1 kcal per mole.

```
! wB97M-V def2-TZVPD RIJCOSX def2/J DEFGRID3
* xyz 0 1
O -0.25 3.02 2.70
C -0.35 2.21 1.79
N 0.48 2.18 0.73
H 0.24 1.64 -0.09
C 1.45 3.22 0.49
H 1.49 3.84 1.39
H 2.42 2.77 0.30
C 1.03 4.08 -0.72
H 0.05 4.53 -0.50
C 2.08 5.13 -1.08
H 1.59 6.03 -1.46
H 2.70 5.40 -0.23
C 2.87 4.45 -2.20
H 3.63 3.79 -1.78
C 1.77 3.64 -2.88
H 1.22 4.26 -3.60
O 0.89 3.22 -1.85
H 2.13 2.75 -3.39
H 3.34 5.16 -2.88
C -1.41 1.14 1.80
C -1.23 -0.10 1.19
C -2.24 -1.04 1.26
C -3.43 -0.75 1.91
C -3.61 0.47 2.53
C -2.59 1.41 2.49
H -2.70 2.36 2.98
H -4.53 0.68 3.05
Cl -4.66 -1.94 1.91
S -2.06 -2.67 0.49
O -2.22 -3.66 1.52
O -2.94 -2.71 -0.65
N -0.48 -2.59 -0.05
C 0.50 -3.11 0.89
C 0.62 -4.63 0.82
C 0.91 -5.07 -0.61
C -0.17 -4.53 -1.54
C -0.25 -3.01 -1.42
H -1.08 -2.61 -2.01
H 0.68 -2.55 -1.75
H 0.03 -4.80 -2.58
H -1.14 -4.95 -1.26
H 0.95 -6.16 -0.67
H 1.88 -4.68 -0.93
H 1.41 -4.97 1.49
H -0.32 -5.07 1.16
H 0.18 -2.80 1.89
H 1.46 -2.64 0.66
H -0.32 -0.36 0.68
*
```

Here are the natural (NBO) charges for atoms 1 to 5, given in e: atom 1 (O): -0.62, atom 2 (C): 0.64, atom 3 (N): -0.61, atom 4 (H): 0.41, atom 5 (C): -0.24

(2)
This record from OMol25 describes a molecular structure, C17H23CoF5NO3P2 at a distorted geometry. The level of theory is ωB97M-V/def2-TZVPD.

For the total energy, the calculation gives -95408.6926 eV. The HOMO energy (spin up / spin down) is -14.522 / -15.384 eV. As for the energy above the lowest of the compared OMol25 structures with the same formula, charge and spin: 41.3 kcal per mole.

```
! wB97M-V def2-TZVPD RIJCOSX def2/J DEFGRID3
* xyz 2 5
Co 0.21 0.22 -0.25
P -1.91 0.01 -0.85
C -1.67 -0.26 -2.55
C -0.41 0.14 -3.08
N 0.59 0.46 -2.17
C 1.76 1.04 -2.50
C 2.03 1.35 -3.83
C 1.08 0.99 -4.79
C -0.12 0.38 -4.44
C 2.79 1.29 -1.42
P 2.39 0.19 -0.03
H -0.92 0.15 -5.15
H 2.96 1.87 -4.06
H 1.31 1.15 -5.85
H 3.82 1.12 -1.76
H 2.78 2.32 -1.02
H -0.97 -5.20 -2.25
H -2.49 -0.40 -3.24
H 1.37 -3.77 1.16
O -0.66 -5.77 -2.96
H 0.29 -5.56 -3.08
H -0.38 -0.92 1.60
O 1.46 -3.49 2.09
H 0.58 -3.71 2.47
C 3.38 -1.31 -0.30
H 4.44 -1.05 -0.48
H 3.31 -1.95 0.59
H 3.00 -1.88 -1.16
C 3.06 0.91 1.47
H 2.79 0.25 2.30
H 4.15 1.01 1.40
H 2.60 1.89 1.63
C -2.83 1.49 -0.45
H -3.86 1.36 -0.79
H -2.82 1.69 0.62
H -2.40 2.36 -0.97
C -2.76 -1.34 -0.06
H -2.65 -1.32 1.02
H -3.82 -1.25 -0.33
H -2.40 -2.28 -0.46
F -2.44 2.74 5.64
C -1.79 2.09 4.66
C -1.73 0.68 4.76
F -2.25 0.02 5.82
C -1.15 -0.01 3.72
F -1.07 -1.38 3.69
C -0.66 0.73 2.65
O -0.26 0.04 1.54
C -0.67 2.11 2.56
F -0.08 2.70 1.48
C -1.29 2.82 3.57
F -1.40 4.17 3.45
*
```

Here are the Mulliken charges for atoms 1 to 5, given in e: atom 1 (Co): -0.41, atom 2 (P): 1.20, atom 3 (C): -1.43, atom 4 (C): 1.14, atom 5 (N): 0.21

(3)
This record from OMol25 describes a molecular structure, C17H23F5NO2P2Pm at a distorted geometry. The level of theory is ωB97M-V/def2-TZVPD.

For the total energy, the calculation gives -72291.5226 eV. The HOMO energy (spin up / spin down) is -14.739 / -14.741 eV. As for the energy above the lowest of the compared OMol25 structures with the same formula, charge and spin: 0.0 kcal per mole.

```
! wB97M-V def2-TZVPD RIJCOSX def2/J DEFGRID3
* xyz 2 5
Pm 0.38 -0.87 0.94
P -2.66 -0.47 -0.05
C -2.25 0.40 -1.63
C -0.82 0.79 -2.00
N 0.26 0.47 -1.23
C 1.51 0.79 -1.66
C 1.75 1.41 -2.88
C 0.65 1.72 -3.68
C -0.62 1.40 -3.22
C 2.71 0.56 -0.72
P 3.06 -1.11 0.07
H -1.45 1.53 -3.90
H 2.75 1.71 -3.16
H 0.81 2.16 -4.65
H 3.58 0.71 -1.35
H 2.75 1.37 0.02
H -2.67 -0.21 -2.43
H -2.90 1.28 -1.69
H -2.04 -5.01 -3.55
O -1.94 -4.73 -4.46
H -1.96 -3.76 -4.42
H -1.94 -2.88 0.46
O -1.01 -2.91 0.82
H -0.82 -3.84 1.02
C 3.65 -2.03 -1.40
H 4.66 -1.67 -1.65
H 3.71 -3.09 -1.12
H 2.97 -1.88 -2.25
C 4.61 -0.78 0.95
H 4.72 -1.57 1.70
H 5.46 -0.83 0.27
H 4.60 0.20 1.45
C -3.13 0.84 1.20
H -4.14 1.30 1.03
H -3.09 0.43 2.24
H -2.36 1.64 1.20
C -4.35 -1.07 -0.56
H -4.71 -1.72 0.27
H -5.05 -0.23 -0.70
H -4.27 -1.64 -1.51
F 0.22 -0.93 3.60
C 0.11 0.49 3.66
C 0.23 1.12 2.42
C 0.11 2.50 2.43
F 0.14 3.13 1.22
C -0.09 3.23 3.61
F -0.19 4.59 3.55
C -0.19 2.54 4.83
F -0.37 3.29 5.94
C -0.11 1.13 4.88
F -0.23 0.51 6.09
*
```

Here are the natural (NBO) charges for atoms 1 to 5, given in e: atom 1 (Pm): 1.96, atom 2 (P): 0.70, atom 3 (C): -0.76, atom 4 (C): 0.27, atom 5 (N): -0.61

(4)
This record from OMol25 describes a molecular structure, C17H23IN2OsSi at a distorted geometry. The level of theory is ωB97M-V/def2-TZVPD.

For the total energy, the calculation gives -39408.1068 eV. The HOMO energy (spin up / spin down) is -14.089 / -15.357 eV.

```
! wB97M-V def2-TZVPD RIJCOSX def2/J DEFGRID3
* xyz 2 5
C 3.21 3.81 0.01
C 4.10 2.71 -0.61
H 2.73 4.40 -0.77
H 3.80 4.51 0.61
H 2.43 3.37 0.63
H 3.52 2.04 -1.25
H 4.92 3.12 -1.20
H 4.54 2.09 0.18
C -2.81 1.07 -1.67
C -3.98 0.98 -2.39
C -4.17 -0.09 -3.27
C -3.18 -1.06 -3.31
H -2.61 1.87 -0.97
H -4.74 1.75 -2.27
H -5.07 -0.16 -3.88
H -3.33 -1.96 -3.88
N -1.78 0.18 -1.82
C -1.98 -0.90 -2.61
C -0.88 -1.82 -2.65
N 0.18 -1.45 -1.89
C 1.22 -2.33 -1.76
C 0.21 -3.84 -3.35
C 1.27 -3.49 -2.51
H 1.98 -2.04 -1.03
H 2.15 -4.14 -2.42
C -0.91 -3.02 -3.38
H -1.82 -3.29 -3.92
H 0.24 -4.73 -3.98
Os 0.20 0.53 -1.27
I 0.81 2.82 -1.93
C 1.41 -1.00 4.27
Si -0.04 -0.04 3.58
C -1.47 -0.98 4.34
C -0.03 1.73 4.22
C 0.03 0.04 1.76
C 0.09 0.21 0.50
H 1.33 -1.02 5.37
H 2.38 -0.56 3.99
H 1.40 -2.04 3.90
H -1.34 -0.97 5.44
H -2.46 -0.55 4.11
H -1.48 -2.04 4.02
H 0.86 2.26 3.87
H -0.91 2.30 3.88
H -0.03 1.74 5.32
*
```

Here are the natural (NBO) charges for atoms 1 to 5, given in e: atom 1 (C): -0.61, atom 2 (C): -0.62, atom 3 (H): 0.19, atom 4 (H): 0.26, atom 5 (H): 0.19